Entry 1:
Below is an isolated molecule of C4H8N4O, with properties calculated with the ωB97M-V functional and the def2-TZVPD basis.

Structure (XYZ):
```
17
C4H8N4O, DFT the ωB97M-V functional and the def2-TZVPD basis
H -0.1423 -1.1787 -0.1854
N 0.7748 -1.5691 -0.1585
C 1.4567 -0.4995 -0.1060
C 2.9424 -0.4530 0.2877
N 0.7614 0.7832 -0.0378
C -0.5058 1.1374 -0.1535
N -1.3525 0.1671 0.0468
C -2.6052 0.6830 0.1731
N -3.4756 -0.2501 0.0225
O -2.9989 -1.4940 -0.0448
H 3.3952 0.6155 -0.2569
H 3.1545 -0.2283 1.2730
H 3.0426 -1.5011 -0.4804
H 1.5172 1.6633 -0.4341
H -0.7624 2.1722 -0.8346
H -3.1516 1.5765 0.6929
H -2.0506 -1.6244 0.1959
```

Relative energy (zero: lowest compared OMol25 entry of this formula, charge and spin)   734.1 kJ/mol
SMILES   [H]/N=C(/C)N/C=N/C=N\O

---

Entry 2:
Below is a structure of composition C14H9NV, with properties calculated with the ωB97M-V functional and the def2-TZVPD basis.

Structure (XYZ):
```
25
C14H9NV, DFT the ωB97M-V functional and the def2-TZVPD basis
V 2.7506 0.0210 -0.4728
C 3.5251 1.8318 0.3564
C 3.7767 0.7427 1.2653
C 4.7143 -0.1327 0.6337
C 5.0379 0.4027 -0.6286
C 4.3136 1.5986 -0.8156
H 2.9166 2.6980 0.5501
H 3.3885 0.6411 2.2640
H 5.1251 -1.0355 1.0560
H 5.7184 -0.0377 -1.3412
H 4.3767 2.2414 -1.6785
N -7.2211 -1.1187 0.0012
C -6.0803 -0.9812 -0.0194
C -4.6404 -0.8092 -0.0495
C -3.8839 -1.0768 1.0873
C -2.5115 -0.9097 1.0538
C -1.8787 -0.4749 -0.1116
C -2.6486 -0.2106 -1.2462
C -4.0218 -0.3763 -1.2170
C -0.4503 -0.2966 -0.1572
C 0.7580 -0.1462 -0.2080
H -4.3749 -1.4129 1.9903
H -1.9144 -1.1141 1.9321
H -2.1578 0.1264 -2.1488
H -4.6176 -0.1705 -2.0958
```

Energy   -1537.500633 Eh
Spin multiplicity   2